No. 1
Density functional theory data (ωB97M-V/def2-TZVPD) for a cluster of 9 separate species, C18H53O10S2 in total.

```
83
Properties=species:S:1:pos:R:3:forces:R:3:lowdin_charge:R:1
C -2.4572 4.6622 -1.5384 0.110 0.174 -0.405 0.024
C -1.7708 5.1146 -2.7916 1.445 2.396 -0.457 -0.490
O -1.0143 6.0823 -2.8627 -1.632 -2.511 0.082 0.118
O -2.0740 4.3420 -3.9038 0.053 -0.202 0.918 -0.027
C -0.9891 3.4964 -4.2844 0.286 0.443 -0.686 -0.210
C -1.5046 2.2561 -4.9549 -0.465 0.062 0.260 -0.152
C -2.1555 1.1983 -4.0580 0.408 0.199 -0.198 -0.166
C -1.5648 1.0111 -2.6744 0.170 -0.558 0.002 -0.211
C -0.3222 0.0894 -2.6538 -0.325 0.864 0.308 -0.304
S 1.1008 0.7478 -1.7228 0.460 -0.838 0.617 1.156
C 2.4505 1.1590 -2.8398 -0.253 0.663 -0.750 -0.380
C 2.0673 1.8449 -4.1492 -0.071 -0.248 0.176 -0.318
C 2.9250 1.3344 -5.3061 -0.944 0.006 0.287 -0.516
S 2.3716 -0.3255 -5.8065 0.350 -0.325 0.081 0.752
H -1.7867 4.0055 -0.9965 0.190 -0.209 0.160 0.080
H -3.3536 4.1199 -1.7804 -0.388 -0.198 -0.013 0.090
H -2.6664 5.5086 -0.9083 -0.063 0.299 0.234 0.094
H -0.3633 4.0318 -4.9900 0.190 0.244 -0.176 0.134
H -0.3481 3.2865 -3.4348 0.083 -0.093 0.426 0.098
H -0.7199 1.8407 -5.5699 0.371 -0.229 -0.122 0.101
H -2.2617 2.5954 -5.6471 -0.199 0.049 -0.406 0.126
H -3.2109 1.4005 -3.9649 -0.329 0.161 0.140 0.121
H -2.0779 0.2488 -4.5702 -0.193 -0.371 -0.204 0.118
H -1.3610 1.9399 -2.1653 0.005 0.436 0.062 0.070
H -2.3080 0.5100 -2.0750 -0.258 -0.119 0.329 0.122
H -0.5557 -0.7971 -2.0917 0.078 -0.537 0.097 0.086
H 0.0441 -0.1798 -3.6349 0.260 -0.045 -0.282 0.079
H 0.7282 1.9424 -1.2400 -0.233 0.200 -0.398 0.025
H 3.1087 1.7994 -2.2730 0.258 0.027 0.450 0.103
H 2.9672 0.2351 -3.0479 0.003 -0.518 0.212 0.083
H 1.0453 1.6021 -4.3937 -0.346 0.071 -0.088 0.045
H 2.1235 2.9203 -4.0362 0.137 0.305 0.010 0.122
H 3.9594 1.2862 -5.0102 0.466 -0.025 -0.197 0.078
H 2.7819 2.0045 -6.1355 0.348 0.198 -0.384 0.079
H 1.4765 0.0457 -6.7260 -0.062 0.151 -0.008 -0.132
C 1.3429 -2.3439 0.5712 0.139 0.126 -0.016 -0.142
O 2.7091 -2.0468 0.2366 -0.357 -0.147 0.130 -0.122
H 1.3327 -3.1406 1.3104 0.024 -0.006 0.024 0.070
H 0.8533 -1.4601 0.9928 -0.090 -0.082 0.084 0.069
H 0.8054 -2.6761 -0.3184 -0.164 -0.094 0.091 0.056
H 2.6310 -1.3509 -0.4124 0.397 0.235 -0.206 0.012
C -1.9548 -2.6438 2.3754 0.058 0.366 0.099 -0.149
O -2.2124 -1.3546 1.8150 -0.021 -0.141 -0.137 -0.147
H -1.7796 -3.3398 1.5593 0.008 0.014 -0.042 0.074
H -1.0635 -2.6047 3.0066 -0.006 -0.208 0.019 0.068
H -2.8058 -2.9918 2.9653 0.036 -0.076 -0.008 0.081
H -2.3507 -0.7497 2.5510 0.124 0.170 0.022 0.046
C 1.8779 -4.7904 4.2269 -0.123 -0.226 -0.252 -0.146
O 0.9337 -4.9434 3.1597 0.030 0.188 0.087 -0.144
H 1.6173 -3.8948 4.7778 -0.021 0.066 -0.010 0.062
H 1.8402 -5.6491 4.9014 0.049 0.050 0.052 0.081
H 2.8902 -4.6795 3.8361 0.037 0.051 0.090 0.074
H 1.1710 -5.7349 2.6735 -0.019 -0.113 -0.037 0.066
C -0.1611 -5.9697 -1.2793 0.138 0.116 -0.040 -0.140
O 0.2832 -4.6634 -1.6492 -0.119 -0.060 -0.031 -0.146
H -1.2430 -5.9349 -1.1941 -0.030 0.032 -0.004 0.079
H 0.1110 -6.7069 -2.0375 -0.037 -0.036 0.028 0.079
H 0.2599 -6.2676 -0.3161 -0.043 -0.042 0.003 0.073
H 1.2395 -4.6957 -1.7245 0.102 0.004 -0.007 0.071
C 0.1873 0.7883 3.9712 -0.133 -0.111 0.136 -0.146
O -1.2305 0.7569 4.1137 0.043 -0.067 -0.176 -0.127
H 0.4056 1.1830 2.9818 -0.024 0.018 -0.033 0.069
H 0.6425 1.4404 4.7200 0.049 -0.002 -0.040 0.079
H 0.6157 -0.2137 4.0549 0.059 0.031 -0.023 0.075
H -1.4268 0.4097 4.9871 -0.067 -0.002 0.101 0.081
C -4.3474 7.5885 -3.9086 0.014 -0.225 -0.261 -0.152
O -5.1782 7.0589 -4.9354 -0.049 0.127 0.171 -0.115
H -4.8757 8.4191 -3.4502 -0.050 0.008 -0.003 0.082
H -4.1475 6.8300 -3.1437 0.043 0.101 0.073 0.062
H -3.4015 7.9511 -4.3191 0.035 0.022 0.122 0.081
H -4.7123 6.3273 -5.3440 0.034 -0.059 -0.089 0.065
C 3.5735 -1.9490 6.8538 0.161 -0.135 -0.151 -0.136
O 3.8075 -2.9476 5.8593 -0.144 0.120 0.155 -0.133
H 2.6073 -2.1525 7.3076 -0.037 -0.004 -0.033 0.054
H 4.3456 -1.9823 7.6266 -0.043 0.064 0.040 0.080
H 3.5501 -0.9516 6.4065 -0.022 0.035 0.075 0.076
H 4.6573 -2.7624 5.4554 0.101 -0.039 -0.055 0.074
C 0.4726 -3.4450 8.8283 -0.061 0.201 0.038 -0.156
O 0.1988 -2.1581 8.2724 0.075 -0.169 -0.074 -0.140
H 0.6899 -4.1173 8.0028 0.003 0.009 -0.043 0.074
H 1.3390 -3.4106 9.4936 -0.001 -0.064 -0.004 0.078
H -0.3902 -3.8274 9.3778 0.026 -0.058 0.000 0.078
H 0.0054 -1.5621 8.9985 -0.032 0.088 0.060 0.072
```
Positions in Å, forces in eV/Å.

The value obtained for the energy above the lowest of the compared OMol25 structures with the same formula, charge and spin is 14.6 kcal per mole. The HOMO energy is -11.90 eV. As for the spin multiplicity: 1. The charge is +1.

=====

No. 2
Density functional theory data (ωB97M-V/def2-TZVPD) for a structure of composition C21H23BrN3O9V.

```
58
Properties=species:S:1:pos:R:3:forces:R:3:lowdin_charge:R:1
V 0.6127 -1.4923 -2.2403 -1.107 1.567 0.275 0.789
C 0.6160 2.5455 4.3673 0.035 -0.071 0.078 -0.077
C 0.5325 3.3796 3.0880 -0.023 -0.023 -0.091 -0.562
C -0.7423 4.2382 3.1579 -0.039 0.031 0.028 -0.054
C 1.7572 4.3044 3.0302 0.083 0.064 0.056 -0.055
C 0.4903 2.4972 1.8349 -0.067 0.096 0.005 -0.182
C 0.5065 1.1110 1.8825 0.051 0.076 0.018 -0.094
C 0.4219 0.3890 0.7070 -0.044 -0.015 0.098 -0.549
Br 0.4198 -1.5025 0.8613 -0.033 -0.190 0.038 0.827
C 0.3095 0.9586 -0.5703 -0.054 -0.290 -0.309 -0.346
O 0.1648 0.2168 -1.6546 -0.251 1.091 0.776 -0.273
C 0.3379 2.3699 -0.6274 0.003 0.314 0.040 -0.077
C 0.4107 3.0782 0.5702 0.021 0.111 -0.047 -0.002
C 0.2703 3.1924 -1.9336 0.052 -0.085 0.100 -0.526
C 0.2909 2.3572 -3.2185 -0.034 0.199 -0.161 -0.066
C -1.0250 4.0197 -1.9340 -0.042 0.044 -0.009 -0.052
C 1.4824 4.1429 -2.0027 -0.013 -0.021 0.002 -0.054
H 0.6252 3.2110 5.2375 0.007 -0.072 -0.085 0.080
H 1.5301 1.9412 4.3960 -0.124 0.076 -0.010 0.088
H -0.2433 1.8735 4.4677 0.099 0.086 -0.015 0.086
H -0.7573 4.8314 4.0829 0.021 -0.084 -0.155 0.081
H -1.6347 3.6043 3.1387 0.090 0.065 0.019 0.090
H -0.8036 4.9299 2.3117 -0.002 -0.092 0.083 0.075
H 1.8389 4.8919 3.9548 -0.024 -0.072 -0.141 0.081
H 1.6898 5.0050 2.1919 0.018 -0.096 0.075 0.075
H 2.6755 3.7209 2.9086 -0.093 0.064 0.029 0.091
H 0.5878 0.5726 2.8190 -0.037 0.047 -0.098 0.087
H 0.4039 4.1651 0.5135 0.000 -0.138 -0.012 0.099
H -0.5809 1.7149 -3.3069 -0.002 0.021 -0.001 0.084
H 1.1738 1.7261 -3.2803 0.039 0.001 -0.003 0.084
H 0.3017 3.0511 -4.0670 -0.003 -0.020 0.022 0.081
H -1.8968 3.3624 -1.8680 0.063 0.048 -0.013 0.092
H -1.1014 4.5999 -2.8616 0.014 -0.057 0.092 0.081
H -1.0639 4.7185 -1.0930 0.008 -0.060 -0.055 0.072
H 2.4148 3.5710 -1.9998 -0.069 0.036 -0.005 0.092
H 1.5165 4.8459 -1.1671 -0.025 -0.051 -0.025 0.068
H 1.4416 4.7276 -2.9291 -0.003 -0.062 0.086 0.080
O 4.1072 -2.6752 -2.7514 0.063 -0.082 0.002 -0.065
N 3.6806 -1.6744 -2.2545 -0.939 0.052 -0.006 -0.173
O 2.3378 -1.6231 -2.2327 4.691 -0.623 -0.122 -0.362
O -3.0209 -3.0299 -2.4963 -0.133 0.206 -0.333 0.074
C -1.8491 -3.2417 -2.2648 0.346 0.527 0.178 -0.551
O -0.8606 -2.4620 -2.5774 -2.589 -2.405 -0.487 -0.181
C -1.5243 -4.4909 -1.4691 -0.001 0.038 -0.028 -0.078
C -2.6178 -5.2510 -1.0880 -0.396 0.025 -0.145 0.072
C -2.4353 -6.3594 -0.3047 -0.628 -0.521 0.169 -0.103
C -1.2016 -6.7505 0.1481 0.130 -0.318 0.225 0.068
C -0.1333 -5.9809 -0.2452 0.550 -0.299 0.186 -0.100
C -0.2593 -4.8656 -1.0488 0.194 0.107 -0.043 0.069
N 1.2218 -6.3930 0.2510 -0.934 0.147 0.162 -0.351
O 2.1664 -5.7369 -0.0938 0.444 0.254 -0.269 0.106
O 1.2601 -7.3433 1.0072 0.100 -0.157 -0.023 0.069
N -3.6332 -7.1793 0.0896 0.713 0.694 0.049 -0.353
O -3.4424 -8.1403 0.7986 0.106 -0.358 0.116 0.076
O -4.7122 -6.8010 -0.2928 -0.381 0.043 -0.229 0.088
H -3.6049 -4.9526 -1.4090 0.032 0.021 -0.020 0.134
H -1.0766 -7.6116 0.7838 0.026 -0.023 -0.007 0.129
H 0.6238 -4.3077 -1.3170 0.092 0.131 -0.059 0.117
```
Positions in Å, forces in eV/Å.

The HOMO energy (alpha / beta) is -3.71 / -5.52 eV. As for the spin multiplicity: 4. The charge is -1. Its expectation value of S² is 3.77.

=====

No. 3
Density functional theory data (ωB97M-V/def2-TZVPD) for the molecule C5H14N2.

```
21
Properties=species:S:1:pos:R:3:forces:R:3:lowdin_charge:R:1
C 1.8913 0.3620 -0.0543 -0.318 -0.048 0.560 -0.091
C 0.6086 0.8052 0.7639 0.477 -2.093 -2.764 -0.345
C 0.5650 0.1124 2.0961 -0.889 0.146 1.875 -0.110
C -0.7326 0.3931 -0.0759 1.545 -0.395 0.834 -0.368
N -1.2320 1.5201 -0.8208 0.053 -0.020 0.302 0.033
C -0.4436 -0.9227 -0.8870 -2.253 0.635 0.558 -0.241
N -1.7388 -1.4813 -1.3998 0.879 -0.455 -1.208 -0.019
H 2.0337 0.9869 -0.9307 0.027 0.132 -0.174 0.068
H 2.8006 0.4200 0.5498 -0.109 0.341 0.123 0.070
H 1.8719 -0.6762 -0.3909 -0.156 0.115 0.093 0.052
H 0.6988 1.8853 0.7542 -0.516 0.183 0.767 0.118
H 1.3198 0.4435 2.8383 -0.182 -0.027 -0.593 0.079
H -0.4186 0.4092 2.5159 0.481 -0.260 0.265 0.076
H 0.5688 -1.0110 2.1573 0.122 0.974 -0.785 0.094
H -1.5237 0.1431 0.6371 0.186 -0.049 0.149 0.122
H -2.2345 1.4612 -1.0049 0.795 -0.053 -0.515 0.078
H -0.6237 1.7207 -1.6030 -0.614 0.126 -0.329 0.071
H 0.1221 -0.6817 -1.7777 0.378 0.028 -0.023 0.103
H 0.0590 -1.6602 -0.2753 0.406 -0.019 0.173 0.096
H -1.4221 -1.9987 -2.2289 -0.658 0.319 0.071 0.058
H -2.1701 -2.2309 -0.8633 0.346 0.421 0.621 0.057
```
Positions in Å, forces in eV/Å.

The structure (SMILES) is CC(C)[C@@H](N)CN. The value obtained for the energy above the lowest of the compared OMol25 structures with the same formula, charge and spin is 23.9 kcal per mole. The HOMO energy is -8.71 eV. As for the spin multiplicity: 1.

=====

No. 4
Density functional theory data (ωB97M-V/def2-TZVPD) for a structure of composition C20H24BrIrO7S2.

```
55
Properties=species:S:1:pos:R:3:forces:R:3:lowdin_charge:R:1
Ir 2.0860 -0.9378 0.7018 0.039 0.122 0.094 1.230
C -3.9734 0.2365 -3.8504 0.001 0.002 0.000 -0.023
C -3.7034 -1.0819 -3.1027 0.000 -0.002 0.000 -0.551
C -4.9790 -1.5282 -2.3652 0.001 0.001 -0.001 -0.023
C -3.3212 -2.1560 -4.1209 -0.001 0.000 0.001 -0.055
C -2.6140 -0.8403 -2.0770 -0.002 -0.006 0.002 -0.090
C -1.3976 -1.5567 -2.1001 -0.001 0.000 0.000 -0.029
C -0.4633 -1.2894 -1.1535 0.009 -0.030 -0.013 -0.460
Br 1.1720 -2.2725 -1.1532 -0.025 -0.072 0.005 1.024
C -0.6431 -0.3122 -0.1192 0.006 0.015 -0.005 -0.307
O 0.2512 -0.0776 0.7549 0.009 -0.026 -0.010 -0.151
C -1.8956 0.4214 -0.0909 -0.014 0.005 0.006 -0.035
C -2.8121 0.1225 -1.0659 -0.003 0.005 0.004 0.055
C -2.1406 1.4750 0.9810 0.003 0.002 -0.004 -0.527
C -3.5162 2.1244 0.8108 0.007 -0.008 -0.003 -0.055
C -1.0771 2.5835 0.8724 0.009 0.013 0.004 -0.015
C -2.0940 0.8220 2.3746 -0.002 -0.002 0.005 -0.018
H -4.7562 0.0711 -4.5911 0.000 0.000 0.000 0.097
H -3.0805 0.5845 -4.3718 0.000 0.000 0.000 0.098
H -4.3116 1.0275 -3.1812 0.001 0.000 0.001 0.084
H -5.7691 -1.7033 -3.0958 0.000 0.000 0.000 0.097
H -5.3353 -0.7724 -1.6654 -0.001 -0.001 -0.001 0.084
H -4.8129 -2.4558 -1.8155 0.000 0.000 0.000 0.098
H -4.1403 -2.2821 -4.8280 0.000 0.000 0.000 0.096
H -3.1490 -3.1252 -3.6486 0.000 0.000 0.000 0.094
H -2.4361 -1.8780 -4.6965 0.000 0.000 0.000 0.094
H -1.2143 -2.3059 -2.8562 0.001 0.000 0.000 0.113
H -3.7493 0.6560 -1.0681 -0.004 0.009 0.000 0.104
H -3.6120 2.6405 -0.1465 0.001 -0.002 -0.003 0.094
H -3.6477 2.8682 1.5958 0.000 0.000 0.001 0.096
H -4.3277 1.4006 0.9083 0.001 -0.001 -0.001 0.094
H -1.0892 3.0401 -0.1192 0.000 0.001 -0.001 0.099
H -0.0740 2.2188 1.0800 -0.016 0.011 0.000 0.074
H -1.3077 3.3620 1.6004 -0.001 0.002 -0.001 0.098
H -2.8322 0.0218 2.4551 -0.001 0.000 0.001 0.098
H -2.3382 1.5765 3.1230 0.001 -0.001 0.001 0.097
H -1.1117 0.4210 2.6116 -0.005 0.001 0.000 0.080
O 2.8198 -2.1613 2.6120 -0.061 -0.022 -0.021 -0.346
S 4.1613 -2.1726 1.9933 0.014 -0.033 -0.035 0.560
O 4.9624 -3.3180 2.2258 0.006 0.008 0.014 -0.217
O 3.8705 -1.8882 0.5257 0.030 -0.011 -0.020 -0.471
C 5.1848 -0.7341 2.3400 0.004 0.005 -0.007 -0.212
C 6.3395 -1.0080 3.0442 0.001 0.005 0.000 -0.028
C 7.3459 -0.0517 3.1678 -0.003 0.001 -0.001 -0.021
C 7.2156 1.1741 2.5527 0.001 -0.001 0.002 -0.027
C 6.0512 1.4762 1.8525 -0.004 -0.001 -0.002 -0.031
C 5.0383 0.5413 1.7451 0.002 -0.007 0.001 -0.229
S 3.5039 1.1997 1.1319 -0.014 -0.014 0.005 0.626
O 3.5656 2.6106 1.1282 0.000 -0.003 0.005 -0.195
O 2.5226 0.5218 2.0608 -0.002 -0.012 -0.052 -0.381
O 3.0129 0.6245 -0.2114 0.010 0.043 0.029 -0.381
H 6.4704 -1.9938 3.4676 0.000 0.001 -0.001 0.124
H 8.2371 -0.2902 3.7317 0.000 0.000 0.000 0.123
H 8.0003 1.9139 2.6249 0.000 0.000 -0.001 0.123
H 5.9139 2.4572 1.4204 0.001 0.001 0.001 0.123
```
Positions in Å, forces in eV/Å.

The value obtained for the energy above the lowest of the compared OMol25 structures with the same formula, charge and spin is 0.0 kcal per mole. The HOMO energy (alpha / beta) is -12.27 / -12.78 eV. As for the spin multiplicity: 2. The charge is +1. Its expectation value of S² is 0.78.

=====

| no. | largest force on an atom (hartree/bohr) | total energy (Ha) |
| --- | --- | --- |
| 1 | 0.0583 | -2265.9513 |
| 2 | 0.0921 | -5173.3660 |
| 3 | 0.0681 | -308.3849 |
| 4 | 0.0031 | -4777.5954 |